Density functional theory data (ωB97M-V/def2-TZVPD) for a molecular structure, C30H40CuN2O2P2.

```
77
C30H40CuN2O2P2 ωB97M-V/def2-TZVPD
Cu -0.097 0.506 0.248
C -3.728 1.651 1.922
C -3.676 0.956 0.558
C -3.432 1.969 -0.560
P -2.337 -0.287 0.553
C -2.733 -1.527 1.846
C -4.191 -1.973 1.862
C -1.797 -2.726 1.679
C -2.437 -1.151 -1.033
C -3.632 -1.510 -1.655
C -3.648 -2.110 -2.901
C -2.430 -2.332 -3.541
C -1.233 -1.979 -2.947
C -1.200 -1.393 -1.667
N -0.032 -0.952 -1.055
C 1.215 -1.461 -1.420
C 1.454 -2.806 -1.748
C 2.731 -3.247 -2.044
C 3.820 -2.377 -2.024
C 3.599 -1.053 -1.686
C 2.323 -0.588 -1.379
P 1.930 1.101 -0.856
C 1.695 2.074 -2.397
C 0.476 1.553 -3.159
C 2.929 2.110 -3.293
C 3.437 1.778 -0.073
C 3.817 1.007 1.191
C 3.219 3.261 0.247
H -4.562 2.355 1.951
H -2.812 2.219 2.097
H -3.861 0.951 2.749
H -4.623 0.438 0.375
H -2.483 2.486 -0.399
H -4.225 2.720 -0.557
H -3.417 1.497 -1.543
H -2.490 -1.031 2.792
H -4.457 -2.462 0.923
H -4.883 -1.147 2.026
H -4.346 -2.701 2.663
H -2.069 -3.297 0.789
H -1.872 -3.386 2.546
H -0.755 -2.424 1.566
H -4.574 -1.294 -1.161
H -4.582 -2.377 -3.375
H -2.415 -2.770 -4.532
H -0.308 -2.129 -3.486
H 0.630 -3.506 -1.745
H 2.884 -4.292 -2.286
H 4.816 -2.730 -2.254
H 4.440 -0.368 -1.648
H 1.469 3.086 -2.045
H 0.652 0.539 -3.527
H 0.279 2.195 -4.021
H -0.423 1.529 -2.542
H 3.225 1.101 -3.590
H 3.783 2.590 -2.813
H 2.710 2.670 -4.206
H 4.249 1.691 -0.801
H 3.102 1.208 1.990
H 4.800 1.335 1.537
H 3.858 -0.072 1.032
H 2.347 3.402 0.891
H 3.069 3.863 -0.650
H 4.090 3.661 0.770
O -0.254 3.290 3.118
C -0.050 2.324 2.402
O -0.386 2.201 1.168
C 0.581 1.085 3.046
C 0.995 1.132 4.369
C 1.590 0.011 4.919
C 1.756 -1.119 4.132
C 1.317 -1.081 2.821
N 0.737 -0.004 2.290
H 0.844 2.049 4.920
H 1.927 0.017 5.948
H 2.219 -2.016 4.521
H 1.442 -1.934 2.163
```

Values from the calculation:
Max |F|   0.73 eV Å⁻¹
Relative energy (zero: lowest compared OMol25 entry of this formula, charge and spin)   0.0 kcal per mole
HOMO-LUMO gap (alpha / beta)   7.51 / 6.82 eV
Expectation value of S²   0.755
Multiplicity   2
DFT total energy   -3750.4318 a.u.

=====

Density functional theory data (ωB97M-V/def2-TZVPD) for a gas-phase ion, C11H18N (charge +1).

```
30
C11H18N ωB97M-V/def2-TZVPD
C 0.082 -0.500 1.446
C -0.933 -1.799 -0.748
C -1.946 -0.716 -0.294
C 0.153 -2.421 0.183
C -1.436 0.742 0.095
C 2.018 -0.806 0.209
C -0.076 0.607 0.654
C 1.483 0.679 0.068
C -2.422 1.733 0.766
C 1.482 0.815 -1.535
C 2.224 1.853 0.691
N 0.983 -1.389 0.791
H -0.820 -0.959 1.797
H -1.611 -2.568 -1.103
H -0.262 -1.485 -1.644
H -2.537 -0.726 -1.208
H -2.446 -1.021 0.670
H -0.336 -3.021 1.073
H 0.940 -3.029 -0.331
H -1.043 1.220 -0.867
H 2.844 -1.339 -0.268
H -3.342 1.801 0.075
H -1.877 2.697 0.843
H -2.886 1.209 1.625
H 2.563 0.946 -1.874
H 0.613 1.485 -1.743
H 1.354 -0.212 -1.959
H 1.727 2.781 0.323
H 3.338 1.728 0.448
H 2.168 1.694 1.818
```

Values from the calculation:
Charge   +1
Max |F|   5.89 eV Å⁻¹
Structure (SMILES)   C[C@@H]1CCC[N+]2=CC(C)(C)C1=C2
Relative energy (zero: lowest compared OMol25 entry of this formula, charge and spin)   132.0 kcal per mole
HOMO-LUMO gap   8.29 eV
DFT total energy   -484.2453 a.u.

=====

Density functional theory data (ωB97M-V/def2-TZVPD) for a molecular structure, C10H37Ca2O19PS2.

```
71
C10H37Ca2O19PS2 ωB97M-V/def2-TZVPD
Ca 2.159 7.479 -4.349
Ca -1.595 6.635 -7.598
S 1.246 4.914 -6.578
O 0.169 5.533 -7.388
O 2.132 4.086 -7.374
O 2.011 5.986 -5.879
O 0.560 4.085 -5.588
S -0.848 8.834 -5.794
O 0.278 8.242 -5.082
O -2.067 7.997 -5.595
O -1.110 10.202 -5.361
O -0.669 8.719 -7.256
C -1.169 12.036 -7.943
O -1.912 12.474 -6.800
H -1.681 11.178 -8.383
H -1.120 12.818 -8.695
H -0.169 11.748 -7.618
H -1.793 11.812 -6.098
C 3.891 10.547 -3.873
O 2.738 9.794 -4.268
H 4.701 9.902 -3.538
H 4.276 11.055 -4.762
H 3.618 11.296 -3.133
H 2.120 10.467 -4.648
C 0.811 13.144 -4.962
O 1.061 11.738 -4.913
H 0.770 13.471 -6.001
H -0.084 13.396 -4.395
H 1.668 13.632 -4.496
H 0.293 11.239 -5.259
C -0.290 5.481 -2.776
O 1.019 5.530 -3.388
H -0.160 5.804 -1.742
H -0.948 6.176 -3.291
H -0.615 4.444 -2.755
H 0.916 4.961 -4.204
C -3.691 11.636 -3.645
O -2.342 11.513 -3.233
H -3.744 12.335 -4.489
H -4.110 10.682 -3.993
H -4.366 11.986 -2.867
H -1.904 11.033 -3.959
C -2.637 8.133 -2.196
O -3.243 7.208 -3.107
H -2.555 9.093 -2.718
H -3.251 8.342 -1.324
H -1.631 7.805 -1.927
H -2.910 7.458 -3.983
C 2.119 8.153 -9.075
O 1.585 9.335 -8.456
H 3.039 8.395 -9.598
H 2.332 7.401 -8.309
H 1.329 7.753 -9.718
H 0.816 8.967 -7.969
C -5.797 7.731 -5.164
O -6.161 7.337 -6.488
P -5.179 7.700 -7.707
O -3.857 7.045 -7.634
O -6.001 7.181 -8.961
C -7.240 7.781 -9.317
O -5.252 9.288 -7.815
C -4.194 10.110 -7.249
H -4.753 8.017 -5.048
H -5.971 6.889 -4.490
H -6.495 8.487 -4.799
H -7.600 8.592 -8.677
H -8.003 7.007 -9.282
H -7.187 8.270 -10.289
H -3.910 10.786 -8.058
H -3.323 9.554 -6.913
H -4.616 10.749 -6.477
```

Values from the calculation:
Max |F|   3.53 eV Å⁻¹
Relative energy (zero: lowest compared OMol25 entry of this formula, charge and spin)   17.2 kcal per mole
HOMO-LUMO gap   8.23 eV
DFT total energy   -4326.0726 a.u.

=====

Density functional theory data (ωB97M-V/def2-TZVPD) for a molecular structure, C37H41BFeO3.

```
83
C37H41BFeO3 ωB97M-V/def2-TZVPD
C -6.807 2.601 3.336
O -6.229 1.277 3.365
C -4.892 1.120 3.166
C -4.430 -0.205 2.982
C -3.138 -0.422 2.567
C -2.238 0.629 2.406
C -0.805 0.218 2.082
C 0.207 1.352 2.409
C 0.415 1.882 3.760
C 1.348 2.987 3.691
C 1.695 3.188 2.298
C 0.974 2.208 1.502
Fe 2.112 1.340 2.898
C 3.492 0.508 1.790
C 2.621 -0.492 2.386
C 2.657 -0.314 3.826
C 3.559 0.780 4.120
C 4.076 1.288 2.865
C -2.667 1.934 2.669
C -3.977 2.191 3.055
H -7.881 2.417 3.397
H -6.465 3.184 4.202
H -6.562 3.130 2.404
H -5.119 -1.029 3.135
H -2.769 -1.439 2.441
H -0.537 -0.598 2.791
H -0.115 1.521 4.638
H 1.674 3.596 4.529
H 2.320 3.988 1.910
H 0.979 2.158 0.413
H 3.714 0.601 0.726
H 2.135 -1.308 1.855
H 2.164 -0.957 4.557
H 3.863 1.103 5.118
H 4.830 2.068 2.752
H -1.963 2.761 2.642
H -4.295 3.212 3.264
C -0.764 1.782 -3.410
C 0.229 0.689 -3.792
C 0.052 0.282 -5.241
C 1.740 1.015 -3.356
C 2.783 0.185 -4.133
C 2.116 2.473 -3.339
O 1.796 0.523 -2.006
B 1.053 -0.625 -2.254
C 1.658 -2.013 -2.025
C 1.106 -3.100 -2.717
C 1.834 -4.279 -2.837
C 3.077 -4.405 -2.207
C 3.554 -3.365 -1.398
C 2.831 -2.180 -1.274
C -0.655 -0.227 0.674
C -1.299 -1.535 0.094
C -0.790 -2.802 0.417
C -1.477 -3.945 0.004
C -2.580 -3.861 -0.840
C -2.919 -2.609 -1.340
C -2.235 -1.463 -0.941
O -0.093 -0.474 -3.006
H -0.605 2.658 -4.050
H -1.793 1.431 -3.574
H -0.662 2.088 -2.358
H 0.330 1.113 -5.897
H 0.672 -0.594 -5.466
H -1.000 0.024 -5.412
H 2.899 0.563 -5.151
H 3.737 0.259 -3.591
H 2.517 -0.885 -4.178
H 2.071 2.852 -4.365
H 1.450 3.063 -2.700
H 3.142 2.568 -2.969
H 0.119 -2.998 -3.161
H 1.440 -5.088 -3.451
H 3.661 -5.322 -2.330
H 4.508 -3.474 -0.885
H 3.171 -1.370 -0.630
H 0.438 -0.416 0.549
H -0.759 0.570 -0.110
H 0.152 -2.902 0.960
H -1.153 -4.915 0.355
H -3.132 -4.751 -1.139
H -3.729 -2.513 -2.046
H -2.439 -0.504 -1.415
```

Values from the calculation:
Max |F|   4.64 eV Å⁻¹
HOMO-LUMO gap (alpha / beta)   4.63 / 6.91 eV
Expectation value of S²   6.076
Multiplicity   5
DFT total energy   -2948.5850 a.u.